Entry from OMol25: C7H11N3O2 in the gas phase (ωB97M-V/def2-TZVPD).

Computed properties:
- E_HOMO (spin up / spin down) (eV) = -5.266 / -5.260
- relative energy (zero: lowest compared OMol25 entry of this formula, charge and spin) (kcal per mole) = 119.7
- orbital gap (spin up / spin down) (eV) = 4.426 / 4.417

Each line ends with the Mulliken charge.
CARTESIAN COORDINATES (ANGSTROEM)
C1 -1.62666 1.57785 -1.63065  -0.14
C2 -2.44261 1.25986 -0.58688  -0.54
C3 -0.15750 0.53832 -0.23176  -0.54
C4 1.31608 -1.14359 0.71528  0.64
C5 0.80637 1.65852 -2.12601  -0.79
C6 -1.80996 0.12508 1.56559  -0.31
C7 1.23882 -2.47590 1.08361  -0.46
N1 -0.39666 1.21299 -1.48876  0.22
N2 -1.55645 0.65538 0.34862  0.15
N3 2.05420 -3.00944 2.07180  -0.52
O1 1.91441 -0.17651 1.16261  -0.75
O2 0.18635 -0.75445 -0.23985  -0.46
H1 -1.81414 2.25921 -2.45000  0.40
H2 -3.48296 1.40825 -0.68319  0.40
H3 0.63999 1.09970 0.38503  0.52
H4 1.42082 1.94792 -1.31372  0.33
H5 1.23902 0.89655 -2.85565  0.25
H6 0.66194 2.56219 -2.84505  0.32
H7 -2.83248 -0.11610 1.79507  0.27
H8 -0.97088 -0.02124 2.17390  0.31
H9 0.34247 -3.08501 0.80594  0.26
H10 2.28540 -3.98357 2.11844  0.21
H11 2.98446 -2.43601 2.22567  0.23

Atoms 1-2, force components in eV/Å:
-1.307 1.504 -0.548
1.976 -0.518 -0.748



Entry from OMol25: C20H22N2O5S in the gas phase (ωB97M-V/def2-TZVPD).

Computed properties:
- E_HOMO (eV) = -8.912
- SMILES = O=C(COC(=O)c1ccc(S(=O)(=O)Nc2ccccc2)cc1)NC1CCCC1
- relative energy (zero: lowest compared OMol25 entry of this formula, charge and spin) (kcal per mole) = 13.9
- orbital gap (eV) = 8.406

Each line ends with the Mulliken charge.
CARTESIAN COORDINATES (ANGSTROEM)
O1 -5.52703 -2.27996 -0.21872  -0.68
C1 -4.46539 -1.76186 -0.47845  0.61
C2 -3.25713 -2.61470 -0.90367  -0.49
O2 -2.02912 -1.90068 -0.92412  -0.46
C3 -1.47626 -1.63287 0.27210  0.48
O3 -1.95028 -1.98745 1.32040  -0.62
C4 -0.23263 -0.82540 0.14803  0.54
C5 0.32387 -0.51837 -1.09264  -0.63
C6 1.47221 0.25028 -1.15509  -0.94
C7 2.05010 0.70105 0.01630  0.16
S1 3.51598 1.72494 -0.09280  1.45
O4 3.21925 2.85110 -0.92627  -0.74
O5 4.03675 1.94511 1.22106  -0.63
N1 4.54778 0.77765 -1.01463  -0.22
C8 5.37679 -0.19833 -0.46297  0.85
C9 4.95835 -0.91858 0.65023  0.04
C10 5.77237 -1.90318 1.17997  -0.84
C11 6.99819 -2.18963 0.60329  -0.47
C12 7.41109 -1.47933 -0.51114  -0.54
C13 6.60980 -0.48579 -1.04174  -0.66
C14 1.50806 0.40901 1.25351  -0.17
C15 0.36135 -0.36129 1.32062  -0.80
N2 -4.23059 -0.44106 -0.46152  -0.16
C16 -5.15571 0.53096 0.08280  -0.08
C17 -4.59800 1.12052 1.38692  -0.82
C18 -3.77476 2.31789 0.92213  -0.43
C19 -4.65248 2.93054 -0.16863  -0.61
C20 -5.30690 1.73124 -0.87225  -0.89
H1 -3.41364 -2.98250 -1.91941  0.35
H2 -3.19704 -3.46073 -0.21184  0.34
H3 -0.14356 -0.88398 -1.99331  0.49
H4 1.92444 0.51228 -2.09793  0.43
H5 4.93597 1.29071 -1.79125  0.27
H6 4.00580 -0.69428 1.10111  0.20
H7 5.44290 -2.45181 2.04945  0.38
H8 7.62841 -2.96010 1.02002  0.38
H9 8.36583 -1.69350 -0.96786  0.37
H10 6.93482 0.07303 -1.90775  0.32
H11 1.99396 0.78997 2.13834  0.55
H12 -0.09310 -0.61306 2.26685  0.51
H13 -3.31070 -0.09907 -0.69411  0.23
H14 -6.09216 -0.00783 0.23943  0.51
H15 -4.01642 0.38475 1.94068  0.34
H16 -5.42129 1.45763 2.01644  0.32
H17 -3.56454 3.01909 1.72761  0.41
H18 -2.82073 1.98614 0.50565  0.11
H19 -5.41850 3.55442 0.29263  0.29
H20 -4.08336 3.55114 -0.85877  0.36
H21 -4.80810 1.51001 -1.81625  0.31
H22 -6.35463 1.92587 -1.09243  0.30

Atoms 1-2, force components in eV/Å:
-0.261 -0.325 0.083
0.644 -0.107 -0.217



Entry from OMol25: a 2-piece molecular cluster, CH5NS overall (ωB97M-V/def2-TZVPD).

Computed properties:
- E_HOMO (eV) = -9.321
- SMILES = C=N.S
- relative energy (zero: lowest compared OMol25 entry of this formula, charge and spin) (kcal per mole) = 17.0
- orbital gap (eV) = 10.342

Each line ends with the Mulliken charge.
CARTESIAN COORDINATES (ANGSTROEM)
C1 -0.29315 2.14040 -0.60524  -0.31
N1 -0.97925 1.13671 -0.92450  -0.42
H1 -0.73742 3.06800 -0.57211  0.25
H2 0.72813 2.15140 -0.32208  0.28
H3 -1.80075 1.34452 -1.42747  0.23
S1 0.59422 -1.58831 0.75161  -0.28
H4 0.24278 -0.29886 0.96648  0.12
H5 0.67348 -1.65143 -0.56765  0.14

Atoms 1-2, force components in eV/Å:
-0.843 -0.844 -0.183
2.428 -1.484 -0.312



For reference, total energy by record: -587.90346 -1659.25682 -493.98287 hartree.
For reference, max |F| by record: 4.50 0.97 2.86 eV/Å.
For reference, molar mass by record: 169.2 402.5 63.1 u.